Record 1
Entry from OMol25: one molecule with the formula C5H6FNS (ωB97M-V/def2-TZVPD).

Summary:
- SMILES: F/C=C/C(=S)[C@@H]1CN1
- Largest force on an atom: 0.08440 Eh/bohr

Structure (ORCA input):
```
! RIJCOSX wB97M-V def2-TZVPD def2/J DEFGRID3
* xyz 0 1
C 1.9899 1.9261 0.3213
C 1.0689 1.0437 -0.2858
C 0.3274 0.0381 0.4407
C -0.4916 -0.7740 -0.4924
C -1.9713 -1.0508 -0.1884
H 2.7106 1.8611 1.3350
H 0.7042 1.3365 -1.3910
H -0.1822 -0.6355 -1.5640
H -2.7716 -1.1352 -0.9332
H -2.4355 -0.9603 0.7939
H -0.7399 -2.3164 0.6814
N -1.0530 -2.1308 -0.2421
F 2.4054 3.0434 -0.4878
S 0.4387 -0.2458 2.0123
*
```

Charges computed using Löwdin, reported in e: number 1, C, carries -0.038; number 2, C, carries -0.134; number 3, C, carries -0.796; number 4, C, carries -0.316; number 5, C, carries -0.150; number 6, H, carries 0.180; number 7, H, carries 0.164; number 8, H, carries 0.138; number 9, H, carries 0.103; number 10, H, carries 0.106; number 11, H, carries 0.044; number 12, N, carries 0.015; number 13, F, carries -0.081; number 14, S, carries 0.766

---

Record 2
Entry from OMol25: C25H35N2W as an isolated structure (ωB97M-V/def2-TZVPD).

Summary:
- Largest force on an atom: 0.14171 Eh/bohr

Structure (ORCA input):
```
! RIJCOSX wB97M-V def2-TZVPD def2/J DEFGRID3
* xyz 1 3
C 1.2526 -1.9693 0.9848
C 1.8064 -1.3652 -0.1958
C 0.8605 -1.5482 -1.2751
C -0.2623 -2.2787 -0.7531
C -0.0398 -2.4996 0.6495
W -0.0488 -0.3594 0.2477
C -3.7393 1.0374 -0.8229
C -2.9249 0.6704 0.3125
H -2.6626 1.3976 1.0581
C -2.3127 -0.6260 0.4518
H -2.6163 -1.3738 -0.2787
H -2.3514 -1.0591 1.4548
C -3.6005 2.6015 -0.9643
H -2.8555 2.9521 -0.2221
H -3.1437 2.8493 -1.9400
H -4.4621 3.2647 -0.8543
C -3.1337 0.4021 -2.1179
H -2.1032 0.0476 -1.8601
H -3.6192 -0.4318 -2.6261
H -2.9421 1.1568 -2.8955
C 3.2037 -0.8594 -0.2724
H 3.4455 -0.2873 0.6314
H 3.9228 -1.6906 -0.3147
H 3.3563 -0.2140 -1.1406
C 1.0364 -1.1726 -2.7074
H 1.5763 -0.2233 -2.7934
H 1.5741 -1.9475 -3.2734
H 0.0656 -1.0505 -3.2015
C -1.3449 -2.9185 -1.5697
H -1.5162 -2.3788 -2.5080
H -1.0994 -3.9621 -1.8251
H -2.2965 -2.9707 -1.0301
C -0.8890 -3.3219 1.5692
H -1.9509 -3.2796 1.2966
H -0.5981 -4.3859 1.5752
H -0.7972 -2.9641 2.6037
C 1.9763 -2.2008 2.2692
H 1.2804 -2.3294 3.1071
H 2.5890 -3.1155 2.2145
H 2.6508 -1.3693 2.5082
C 1.3488 1.9326 -0.7626
C 0.2949 2.8005 -1.3015
C 2.5831 2.1415 -1.3811
C 0.2353 2.7114 -2.7274
H -0.7061 3.1387 -0.9085
C 2.6321 2.7052 -2.6791
H 3.5319 1.8622 -0.9539
C 1.4418 2.8811 -3.4161
H -0.6923 2.6284 -3.3295
H 3.5950 2.9536 -3.1213
H 1.4585 3.0894 -4.4841
C 2.0048 1.6628 2.2973
C 0.8314 1.0190 2.9020
N -0.1008 0.2518 2.3157
C -0.9840 -0.1586 3.3438
C -0.5638 0.3799 4.5070
N 0.5646 1.1086 4.2043
H 2.1389 2.6548 2.7541
H 2.9098 1.0642 2.4893
H 1.8662 1.7951 1.2189
H -1.8549 -0.7743 3.1650
H -0.9690 0.2771 5.5113
H 1.1471 1.6481 4.8643
*
```

Charges computed using Löwdin, reported in e: number 1, C, carries -0.310; number 2, C, carries -0.320; number 3, C, carries -0.338; number 4, C, carries -0.327; number 5, C, carries -0.325; number 6, W, carries 1.646; number 7, C, carries -0.164; number 8, C, carries -0.171; number 9, H, carries 0.086; number 10, C, carries -0.242; number 11, H, carries 0.038; number 12, H, carries 0.029; number 13, C, carries -0.092; number 14, H, carries 0.049; number 15, H, carries 0.061; number 16, H, carries 0.069; number 17, C, carries -0.085; number 18, H, carries 0.042; number 19, H, carries 0.072; number 20, H, carries 0.065; number 21, C, carries -0.009; number 22, H, carries 0.074; number 23, H, carries 0.113; number 24, H, carries 0.068; number 25, C, carries -0.003; number 26, H, carries 0.076; number 27, H, carries 0.107; number 28, H, carries 0.083; number 29, C, carries -0.011; number 30, H, carries 0.084; number 31, H, carries 0.111; number 32, H, carries 0.077; number 33, C, carries -0.008; number 34, H, carries 0.087; number 35, H, carries 0.111; number 36, H, carries 0.077; number 37, C, carries 0.001; number 38, H, carries 0.084; number 39, H, carries 0.113; number 40, H, carries 0.077; number 41, C, carries -0.149; number 42, C, carries -0.096; number 43, C, carries -0.188; number 44, C, carries -0.119; number 45, H, carries 0.085; number 46, C, carries -0.098; number 47, H, carries 0.083; number 48, C, carries -0.105; number 49, H, carries 0.105; number 50, H, carries 0.102; number 51, H, carries 0.104; number 52, C, carries -0.015; number 53, C, carries -0.366; number 54, N, carries -0.043; number 55, C, carries -0.099; number 56, C, carries -0.050; number 57, N, carries 0.120; number 58, H, carries 0.105; number 59, H, carries 0.091; number 60, H, carries 0.007; number 61, H, carries 0.102; number 62, H, carries 0.133; number 63, H, carries 0.193

---

Record 3
Entry from OMol25: one molecule with the formula C2H3N3 (ωB97M-V/def2-TZVPD).

Summary:
- SMILES: c1nnc[nH]1
- Largest force on an atom: 0.04025 Eh/bohr

Structure (ORCA input):
```
! RIJCOSX wB97M-V def2-TZVPD def2/J DEFGRID3
* xyz 0 1
C -0.7212 -1.0781 -0.0113
C -0.7157 1.0762 -0.0086
N -1.9538 -0.7283 0.0035
N -1.9506 0.7334 0.0022
N 0.1230 -0.0026 -0.0276
H -0.3728 -2.0904 -0.0031
H -0.3635 2.0881 -0.0139
H 1.1289 0.0023 0.0203
*
```

Charges computed using Löwdin, reported in e: number 1, C, carries -0.241; number 2, C, carries -0.242; number 3, N, carries 0.028; number 4, N, carries 0.028; number 5, N, carries 0.065; number 6, H, carries 0.110; number 7, H, carries 0.110; number 8, H, carries 0.142

---

Record 4
Entry from OMol25: one molecule with the formula C2H5N3O (ωB97M-V/def2-TZVPD).

Summary:
- SMILES: [H]/N=C/NC(N)=O
- Largest force on an atom: 0.00757 Eh/bohr

Structure (ORCA input):
```
! RIJCOSX wB97M-V def2-TZVPD def2/J DEFGRID3
* xyz 0 1
N -2.1295 -0.1790 0.1515
C -0.8066 -0.4062 -0.1238
O -0.4159 -1.4894 -0.5195
N 0.0952 0.6500 0.0966
C 1.4156 0.2615 -0.2038
N 2.3439 0.3776 0.6462
H -2.6963 -0.9708 -0.1173
H -2.5576 0.7284 0.0577
H 0.0293 1.1364 0.9858
H 1.5093 -0.1425 -1.2128
H 3.2126 0.0339 0.2393
*
```

Charges computed using Löwdin, reported in e: number 1, N, carries 0.155; number 2, C, carries -0.600; number 3, O, carries 0.050; number 4, N, carries 0.076; number 5, C, carries -0.299; number 6, N, carries 0.103; number 7, H, carries 0.107; number 8, H, carries 0.099; number 9, H, carries 0.138; number 10, H, carries 0.126; number 11, H, carries 0.046

---

Calculated energy relative to the best compared isomer or geometry (same formula, charge and spin), 2.804; 0.000; 0.378; 0.288 eV (same order as the records).